{"formula": "C44H111F6N9O13V", "method": "ωB97M-V/def2-TZVPD", "total_charge": 1, "multiplicity": 3, "lumo_energy_ev": [-4.088, -3.121], "total_energy_ha": -4756.88426, "homo_lumo_gap_ev": [6.1, 7.0], "s_squared": 2.018, "homo_ev": [-10.16, -10.16], "e_above_lowest_kcal_mol": 0.0, "species": ["V", "F", "F", "F", "F", "F", "F", "O", "O", "O", "O", "O", "O", "O", "O", "O", "O", "O", "O", "O", "N", "N", "N", "N", "N", "N", "N", "N", "N", "C", "C", "C", "C", "C", "C", "C", "C", "C", "C", "C", "C", "C", "C", "C", "C", "C", "C", "C", "C", "C", "C", "C", "C", "C", "C", "C", "C", "C", "C", "C", "C", "C", "C", "C", "C", "C", "C", "C", "C", "C", "C", "C", "C", "H", "H", "H", "H", "H", "H", "H", "H", "H", "H", "H", "H", "H", "H", "H", "H", "H", "H", "H", "H", "H", "H", "H", "H", "H", "H", "H", "H", "H", "H", "H", "H", "H", "H", "H", "H", "H", "H", "H", "H", "H", "H", "H", "H", "H", "H", "H", "H", "H", "H", "H", "H", "H", "H", "H", "H", "H", "H", "H", "H", "H", "H", "H", "H", "H", "H", "H", "H", "H", "H", "H", "H", "H", "H", "H", "H", "H", "H", "H", "H", "H", "H", "H", "H", "H", "H", "H", "H", "H", "H", "H", "H", "H", "H", "H", "H", "H", "H", "H", "H", "H", "H", "H", "H", "H", "H", "H", "H", "H", "H", "H"], "positions_angstrom": [[-14.516, -14.382, 9.313], [-16.371, -11.363, 12.143], [-15.222, -11.593, 13.982], [-13.505, -18.191, 11.110], [-14.334, -10.576, 12.253], [-11.333, -18.300, 11.329], [-12.454, -16.663, 12.215], [-14.201, -24.206, 8.763], [-14.826, -13.585, 5.696], [-16.990, -18.196, 11.431], [-12.707, -22.539, 14.178], [-8.840, -16.679, 6.161], [-13.394, -10.475, 7.041], [-9.040, -15.049, 13.595], [-15.102, -14.028, 12.787], [-12.055, -17.444, 8.754], [-14.399, -13.127, 10.891], [-7.828, -21.533, 8.273], [-13.019, -15.672, 9.694], [-13.730, -21.198, 5.489], [-13.753, -20.580, 8.589], [-10.684, -14.587, 7.044], [-8.740, -20.751, 11.831], [-11.726, -23.324, 3.220], [-9.422, -18.295, 15.382], [-15.557, -18.228, 8.923], [-13.185, -13.224, 8.087], [-15.316, -15.604, 7.723], [-11.332, -20.086, 13.762], [-9.242, -15.631, 5.332], [-13.222, -22.041, 10.460], [-13.271, -24.085, 4.926], [-12.632, -21.634, 4.726], [-15.161, -12.700, 4.629], [-15.150, -11.596, 12.630], [-9.206, -16.450, 13.814], [-13.562, -23.581, 13.860], [-14.849, -20.785, 4.722], [-17.222, -19.795, 8.051], [-13.093, -9.535, 6.038], [-9.423, -16.829, 15.264], [-8.255, -19.175, 10.068], [-15.232, -25.092, 8.403], [-13.257, -18.889, 14.748], [-17.240, -19.172, 10.446], [-10.639, -15.128, 5.676], [-14.532, -14.576, 13.964], [-11.578, -12.279, 9.717], [-10.236, -14.308, 13.702], [-12.932, -22.917, 3.986], [-7.488, -17.028, 5.929], [-16.989, -18.679, 9.039], [-12.486, -20.180, 14.735], [-17.512, -18.510, 12.696], [-8.727, -20.584, 10.370], [-14.556, -22.858, 8.505], [-12.367, -17.483, 11.151], [-10.801, -18.068, 8.462], [-14.480, -12.905, 12.224], [-13.407, -21.992, 8.946], [-8.493, -16.134, 16.255], [-12.129, -16.634, 9.912], [-15.242, -15.872, 14.264], [-14.850, -14.917, 5.326], [-13.397, -21.346, 14.399], [-14.433, -15.853, 6.477], [-10.903, -18.891, 7.204], [-12.695, -11.960, 8.742], [-14.455, -17.298, 6.065], [-12.238, -10.941, 7.725], [-8.999, -21.997, 7.664], [-10.972, -13.981, 4.732], [-7.850, -21.618, 9.673], [-11.793, -13.005, 10.500], [-13.405, -15.541, 6.694], [-8.313, -16.715, 17.157], [-15.458, -16.599, 8.066], [-9.891, -21.463, 8.025], [-14.903, -16.249, 15.226], [-10.837, -14.522, 14.590], [-14.757, -22.776, 7.426], [-11.842, -24.247, 2.822], [-9.974, -13.854, 7.110], [-14.524, -20.167, 3.873], [-17.579, -17.771, 8.881], [-8.793, -15.113, 16.485], [-16.500, -20.594, 8.224], [-11.964, -13.586, 4.955], [-15.461, -24.977, 7.338], [-9.163, -15.881, 4.264], [-14.237, -23.893, 5.397], [-14.125, -15.172, 4.539], [-12.980, -19.970, 8.852], [-12.457, -22.269, 8.483], [-16.083, -13.002, 4.131], [-11.756, -10.077, 8.196], [-11.118, -11.417, 10.201], [-13.930, -9.489, 5.339], [-6.858, -21.529, 10.127], [-16.609, -20.052, 10.660], [-11.627, -22.704, 2.416], [-9.457, -20.092, 12.140], [-15.256, -18.127, 9.895], [-13.062, -24.525, 13.664], [-12.473, -24.187, 5.658], [-11.221, -18.291, 6.345], [-16.324, -15.729, 14.293], [-8.953, -21.824, 6.592], [-13.776, -18.619, 13.831], [-11.542, -11.405, 7.003], [-14.149, -21.829, 10.989], [-13.945, -21.086, 13.472], [-9.899, -19.236, 6.941], [-13.753, -22.798, 3.264], [-10.413, -16.447, 15.597], [-11.137, -16.156, 9.960], [-8.151, -22.631, 9.990], [-12.333, -20.847, 4.017], [-15.461, -17.718, 5.954], [-8.582, -14.751, 5.451], [-15.075, -16.570, 13.440], [-9.955, -13.253, 13.678], [-10.077, -18.741, 14.708], [-15.008, -19.073, 8.671], [-14.343, -12.699, 3.901], [-10.581, -18.767, 9.279], [-11.538, -19.770, 7.250], [-16.899, -19.297, 13.141], [-16.168, -24.887, 8.944], [-13.954, -18.887, 15.594], [-15.234, -11.711, 5.067], [-14.598, -13.873, 14.798], [-11.955, -20.396, 15.673], [-15.509, -20.257, 5.404], [-9.926, -18.526, 16.243], [-13.044, -8.516, 6.437], [-8.325, -18.921, 9.009], [-17.521, -17.636, 13.347], [-7.221, -19.053, 10.396], [-12.436, -21.345, 10.763], [-9.231, -23.048, 7.892], [-15.504, -22.637, 9.017], [-14.390, -23.803, 14.545], [-13.384, -24.997, 4.342], [-15.851, -15.229, 4.984], [-12.616, -18.040, 15.014], [-7.242, -17.061, 4.857], [-16.208, -15.430, 7.241], [-13.744, -20.581, 7.560], [-18.586, -18.727, 12.611], [-13.511, -11.517, 9.316], [-8.247, -16.838, 13.467], [-13.471, -14.783, 13.768], [-10.026, -16.846, 13.210], [-10.241, -13.168, 4.837], [-17.081, -19.406, 7.039], [-9.761, -20.678, 10.002], [-11.023, -21.038, 13.560], [-15.352, -21.642, 4.260], [-9.998, -17.332, 8.356], [-18.307, -19.444, 10.523], [-11.830, -19.789, 12.918], [-10.856, -14.466, 12.804], [-13.546, -12.936, 7.167], [-14.900, -26.080, 8.702], [-12.175, -9.797, 5.509], [-9.128, -21.637, 12.154], [-14.160, -21.433, 15.188], [-11.383, -15.919, 5.565], [-10.870, -14.224, 3.672], [-8.831, -18.407, 10.593], [-14.082, -23.329, 12.917], [-10.741, -12.713, 9.149], [-13.928, -17.936, 6.770], [-12.265, -13.646, 7.799], [-7.287, -18.044, 6.264], [-12.825, -23.019, 10.750], [-10.368, -15.302, 7.700], [-13.972, -17.452, 5.094], [-18.209, -20.258, 8.069], [-7.511, -15.998, 15.779], [-11.760, -21.779, 5.364], [-6.828, -16.290, 6.395], [-13.453, -12.854, 12.619]], "mulliken_charge": [0.513, -0.252, -0.270, -0.228, -0.254, 0.350, 0.004, -0.420, -0.340, -0.135, -0.325, -0.020, -0.269, -0.474, -0.414, 0.590, -0.578, -0.352, 2.053, -0.018, 1.335, -0.330, -0.763, -0.748, -0.696, 1.013, 1.271, 0.191, -0.204, -1.228, -1.704, -1.210, -0.798, -0.911, 0.745, 0.246, -0.700, -0.687, -1.470, -0.830, 0.913, -1.056, -0.697, -0.977, -1.034, 1.565, 0.178, -1.186, -0.354, 0.599, -0.934, 0.592, 0.148, -0.647, 2.696, -0.897, -0.337, 0.196, -0.181, 1.123, -1.539, -1.149, -0.915, -1.361, -0.438, 2.951, -1.115, 0.790, -2.021, -0.820, -0.454, -1.935, -1.165, -0.061, -1.701, 0.428, 0.176, -0.104, 0.369, 0.285, 0.238, 0.260, 0.375, 0.378, 0.344, 0.294, 0.114, 0.260, 0.232, 0.473, 0.018, 0.420, -1.153, 0.134, 0.378, 0.597, 0.459, 0.241, 0.386, 0.072, 0.243, -0.061, -0.447, 0.296, 0.266, -0.092, 0.505, 0.297, -0.108, 0.158, 0.033, -0.178, 0.364, 0.317, -0.021, 0.355, 0.410, 0.462, 0.421, 0.437, -0.159, 0.413, 0.213, -0.703, 0.325, -0.256, -0.364, 0.269, 0.297, 0.667, 0.181, 0.389, 0.492, -0.162, 0.397, 0.297, 0.152, 0.057, 0.437, 0.094, 0.450, 0.419, 0.311, 0.550, 0.521, 0.179, 0.367, 0.433, -0.477, 0.389, 0.180, 0.418, -0.123, -0.655, 0.471, 0.315, -1.167, 0.273, 0.362, 1.073, 0.652, -0.606, -0.160, 0.346, 0.303, 0.368, 0.362, 0.509, -0.567, 0.441, -0.025, 0.215, 0.233, -0.159, -0.903, 0.203, 0.710, -0.176, 0.764, 0.545, 0.327, -0.016, 0.344, 0.168]}